Run A
C5H9P | ωB97M-V with the def2-TZVPD basis set

## Properties
- Total charge: 0
- 2S+1: 1
- Highest occupied orbital energy (spin up / spin down): -8.92 / -8.41 eV
- Orbital gap (spin up / spin down): 8.25 / 7.86 eV

Element x y z (Å)
P (0.12, 1.35, 0.74)
C (0.00, 0.29, -0.75)
C (-1.63, -1.13, 0.80)
C (-0.85, -0.16, 0.38)
C (-0.48, 0.54, -2.15)
C (1.47, 0.46, 1.70)
H (2.18, 0.02, 0.90)
H (1.11, -0.50, 2.13)
H (-1.39, 0.06, -2.45)
H (-1.85, -2.06, 0.25)
H (0.27, 0.24, -2.83)
H (-2.17, -1.02, 1.81)
H (2.10, 1.12, 2.44)
H (-0.67, 1.56, -2.27)
H (1.80, -0.77, -0.71)

Here are the Löwdin charges for atoms 1 to 8, given in e: P 0.92; C -0.46; C -0.01; C -0.53; C -0.12; C -0.37; H -0.02; H 0.03



Run B
C5H9P | ωB97M-V with the def2-TZVPD basis set

## Properties
- Total charge: 0
- 2S+1: 1
- Highest occupied orbital energy (spin up / spin down): -7.70 / -7.57 eV
- Orbital gap (spin up / spin down): 7.89 / 7.74 eV

Element x y z (Å)
P (3.50, 0.08, 0.19)
C (2.01, 0.41, -0.31)
C (0.66, -0.09, -0.54)
C (-0.43, 0.81, 0.05)
C (-1.74, 0.08, 0.25)
C (0.98, -1.41, -0.02)
H (-1.51, -0.81, 0.88)
H (0.36, -0.31, -1.52)
H (1.12, -2.16, -0.78)
H (-2.11, -0.29, -0.79)
H (4.13, 1.11, -0.52)
H (-2.56, 0.78, 0.48)
H (1.09, -1.44, 1.08)
H (-0.45, 1.59, -0.61)
H (-0.16, 1.19, 0.95)

Here are the Löwdin charges for atoms 1 to 8, given in e: P 0.76; C -0.40; C -0.55; C -0.24; C -0.10; C -0.01; H 0.08; H 0.12



Run C
C5H9P | ωB97M-V with the def2-TZVPD basis set

## Properties
- Total charge: 0
- 2S+1: 1
- Highest occupied orbital energy: -8.60 eV
- Orbital gap: 9.72 eV

Element x y z (Å)
P (-0.99, -1.13, 1.67)
C (0.31, 1.10, 0.42)
C (0.32, -0.39, 0.66)
C (0.01, -0.84, -2.18)
C (0.15, -1.39, -1.00)
C (1.45, 1.70, 0.24)
H (1.60, 2.77, 0.06)
H (2.39, 1.12, 0.20)
H (-2.11, -0.93, 0.76)
H (-0.34, -1.44, -2.92)
H (-0.81, -2.58, 1.38)
H (0.07, -2.44, -0.97)
H (-0.03, 0.17, -2.32)
H (-0.58, 1.66, 0.52)
H (1.30, -0.81, 0.74)

Here are the Löwdin charges for atoms 1 to 8, given in e: P 0.76; C -0.25; C -0.54; C -0.04; C -0.10; C -0.01; H 0.06; H 0.08



Comparing the structures above, run C comes out on top by 31.1 kcal/mol.